Record 1
Computed, not measured: 2 unconnected molecules or ions with the total composition CH2INO2 in a non-equilibrium geometry, with ωB97M-V with the def2-TZVPD basis set.

The geometry in XYZ format:
```
7
Properties=species:S:1:pos:R:3:forces:R:3
C -1.56193 -0.91140 -0.39773 -1.144 -1.151 0.127
N -0.44706 -0.96089 0.01690 0.340 -0.475 -0.117
O -2.63994 -1.13728 -0.79323 0.094 0.660 -0.239
O 1.05385 1.19695 0.61622 -0.269 -0.358 1.051
I 2.45398 0.13414 -0.20145 1.424 -0.204 -0.555
H 0.12056 -0.36000 0.56775 -0.376 0.533 0.278
H 1.02053 2.03849 0.19155 -0.070 0.996 -0.545
```
Positions in Å, forces in eV/Å.

Computed properties:
E_LUMO (eV): -1.0015
Highest occupied orbital energy (eV): -9.82
Orbital gap (Ha): 0.324
E_tot (Eh): -542.19218
Relative energy (zero: lowest compared OMol25 entry of this formula, charge and spin) (kJ/mol): 90.0
SMILES: N=C=O.OI

---

Record 2
Computed, not measured: a single C13H11F3N2OS molecule in a non-equilibrium geometry, with ωB97M-V with the def2-TZVPD basis set.

The geometry in XYZ format:
```
31
Properties=species:S:1:pos:R:3:forces:R:3
O 0.17322 -3.57803 0.34134 2.489 -2.056 3.951
F 0.18666 2.97763 -2.18607 1.185 -0.787 1.320
F -1.83651 2.77129 -1.91181 -0.534 -1.507 -0.322
F -0.65745 1.58406 -3.53391 -1.344 0.406 2.099
S -0.91388 -0.81898 -1.99794 -0.057 1.246 -1.432
C -0.38929 -3.03495 -0.53169 -1.409 -1.658 -2.800
C -0.45187 -1.62554 -0.60543 -0.417 2.988 0.613
C -0.09989 0.62887 -0.03059 -1.389 0.364 -0.355
C -0.15390 -0.71862 0.42932 0.635 -2.373 -0.207
C -0.61166 0.74768 -1.34001 0.968 -0.207 1.686
C 1.59037 3.92982 1.99268 0.553 1.227 2.616
C 0.32641 4.04285 1.44077 0.093 -0.022 0.053
C 2.19933 2.69878 2.22240 0.910 -2.362 -2.825
C -0.35781 2.94676 0.94064 1.277 0.232 -1.320
C 1.63514 1.59566 1.48903 -1.357 1.841 0.182
C 0.35468 1.75494 0.81489 1.658 -0.769 1.272
N 0.20502 -1.22637 1.69642 -0.035 -0.240 0.828
N -0.90372 -3.83501 -1.54867 -0.178 0.795 0.551
C -0.74029 2.01370 -2.14439 0.472 0.530 -3.376
C -1.01477 -5.27762 -1.41101 2.370 0.146 -4.234
H 2.01780 4.83481 2.51429 -0.302 -0.918 -1.017
H -0.09472 5.02162 1.30217 -0.192 0.262 0.212
H 3.29317 2.48519 2.49773 -1.903 0.973 0.250
H -1.21328 3.15500 0.30978 -0.368 -0.362 0.467
H 2.20296 0.68060 1.38412 -0.245 -0.078 0.066
H 0.34207 -2.25816 1.78094 -0.185 1.306 -0.972
H -0.40295 -0.97476 2.47531 0.283 0.620 -0.416
H -1.74301 -3.45720 -1.90592 -0.788 0.510 -0.786
H -0.13821 -5.80559 -1.94082 -0.915 0.985 0.536
H -1.84011 -5.53970 -2.04513 -0.687 -0.491 0.268
H -0.96353 -5.71873 -0.49846 -0.588 -0.602 3.091
```
Positions in Å, forces in eV/Å.

Computed properties:
E_LUMO (eV): -0.2470
Highest occupied orbital energy (eV): -8.54
Orbital gap (Ha): 0.305
E_tot (Eh): -1384.48836
Relative energy (zero: lowest compared OMol25 entry of this formula, charge and spin) (kJ/mol): 6.1
SMILES: CNC(=O)c1sc(C(F)(F)F)c(-c2ccccc2)c1N

---

Record 3
Computed, not measured: 12 unconnected molecules or ions with the total composition F6H22O11P in a non-equilibrium geometry, with ωB97M-V with the def2-TZVPD basis set.

The geometry in XYZ format:
```
40
Properties=species:S:1:pos:R:3:forces:R:3
P 1.37340 -1.22963 -0.38033 1.545 0.482 1.992
F 2.73133 -2.09017 0.17116 -1.170 0.909 -1.105
F 0.59239 -2.60536 -0.48463 -0.440 -0.187 -0.281
F 0.95937 -1.03778 1.16780 -0.236 -0.361 0.386
F -0.00164 -0.36452 -0.72853 0.759 -0.505 -0.640
F 2.23484 0.17331 -0.23173 -0.173 -0.099 -0.249
F 1.85543 -1.29920 -1.89203 -0.323 -0.148 -0.200
O 0.23881 1.75610 1.54404 0.697 -1.269 0.641
H 1.22068 1.74601 1.68238 -1.220 0.154 -0.242
H -0.02995 0.83233 1.80025 0.454 1.166 -0.575
O -1.54669 3.82130 2.08961 0.095 0.436 -0.310
H -0.99063 3.03182 1.98260 0.328 -0.302 0.212
H -1.05060 4.46906 1.57120 -0.075 0.087 0.239
O -1.35914 2.15901 -1.73891 0.545 -0.265 0.586
H -0.63128 2.13756 -1.08264 -0.400 0.151 -0.297
H -1.62135 1.22956 -1.71317 0.015 -0.101 -0.268
O -3.25954 2.73985 0.31522 -1.795 -0.619 0.515
H -2.87557 2.58903 -0.53488 0.984 0.268 -0.825
H -2.69356 3.26874 0.88517 0.562 0.215 0.250
O 1.02304 -5.27176 1.11464 1.155 1.100 -0.614
H 1.01106 -4.51982 0.48469 0.283 -0.433 0.664
H 0.15553 -5.61647 1.00820 -1.440 -0.627 0.016
O 2.60791 2.65467 -1.58302 -0.166 0.440 -0.216
H 2.49961 1.77252 -1.21197 -0.118 -0.516 -0.043
H 1.83976 2.81560 -2.14645 0.133 -0.230 0.106
O -2.31636 -2.20379 0.13602 -0.135 0.092 -0.003
H -3.06073 -1.58241 0.18879 0.129 -0.006 0.157
H -1.52926 -1.64219 0.15808 -0.102 -0.179 -0.067
O 4.73892 -2.27262 -2.22260 -2.323 0.429 1.139
H 4.36768 -1.38442 -2.44129 0.591 -0.908 0.098
H 3.99313 -2.58247 -1.59955 1.771 0.485 -1.174
O -1.94457 -5.44190 0.33250 0.454 -0.321 -0.827
H -2.13495 -4.58083 0.70057 -0.165 0.665 0.223
H -1.61588 -5.21632 -0.55842 -0.275 -0.159 0.540
O 2.66185 3.90519 0.87456 -0.553 -0.961 0.564
H 2.48248 3.42171 0.04783 0.261 0.264 -0.078
H 2.94332 4.76473 0.61088 0.332 0.854 -0.335
O -4.21588 0.14052 0.76969 0.160 2.094 -1.021
H -3.71983 1.02417 0.70956 -0.009 -1.173 0.700
H -4.93313 0.48884 0.20473 -0.135 -0.923 0.341
```
Positions in Å, forces in eV/Å.

Computed properties:
E_LUMO (eV): 2.4193
Net charge: -1
Highest occupied orbital energy (eV): -8.28
Orbital gap (Ha): 0.393
E_tot (Eh): -1781.75961
Relative energy (zero: lowest compared OMol25 entry of this formula, charge and spin) (kJ/mol): 6.8

---

Record 4
Computed, not measured: a single C4H10N2O molecule in a non-equilibrium geometry, with ωB97M-V with the def2-TZVPD basis set.

The geometry in XYZ format:
```
17
Properties=species:S:1:pos:R:3:forces:R:3
C -0.24006 0.24143 -0.28123 -0.821 -0.433 0.134
N 0.91689 0.04440 0.55950 0.907 0.227 -1.222
C 1.54584 1.18916 1.13267 0.553 -0.837 2.088
N 2.79832 1.46554 0.68569 0.093 -0.017 -0.977
O 1.14288 1.68446 2.16862 -0.293 0.377 -0.421
C -0.84365 -1.08834 -0.77505 -0.270 0.162 -0.794
C -2.36610 -1.13727 -0.68489 -0.278 0.246 0.619
H -1.04998 0.78314 0.22722 0.181 0.201 0.054
H 0.05172 0.80482 -1.16688 0.083 0.286 0.138
H 0.86879 -0.68371 1.25411 -0.471 0.094 0.123
H 3.13589 1.14375 -0.20580 -0.154 -0.229 0.177
H 3.41185 2.03939 1.23360 -0.282 0.323 0.045
H -0.38051 -1.96198 -0.31605 0.036 0.110 0.165
H -0.65426 -1.14315 -1.85126 0.422 -0.345 0.116
H -2.74483 -0.84240 0.29995 0.183 -0.193 0.075
H -2.77718 -2.11990 -0.91425 0.111 -0.026 -0.076
H -2.81560 -0.41933 -1.36596 0.002 0.053 -0.246
```
Positions in Å, forces in eV/Å.

Computed properties:
E_LUMO (eV): 0.9094
Highest occupied orbital energy (eV): -8.97
Orbital gap (Ha): 0.363
E_tot (Eh): -343.16315
Relative energy (zero: lowest compared OMol25 entry of this formula, charge and spin) (kJ/mol): 100.6
SMILES: CCCNC(N)=O

---

Record 5
Computed, not measured: a molecular structure, C36H40P2Pt in a non-equilibrium geometry, with ωB97M-V with the def2-TZVPD basis set.

The geometry in XYZ format:
```
79
Properties=species:S:1:pos:R:3:forces:R:3
Pt -1.18851 0.85018 -0.28504 1.938 -0.568 4.554
C -2.54704 0.84255 -1.97911 -3.458 -0.823 -0.405
C -1.77356 -0.57421 -1.86452 -1.121 -1.409 -1.514
C -0.81932 -0.75293 -3.04894 -0.501 -0.335 0.196
C 0.37220 0.18929 -2.92919 0.344 -0.108 0.175
C 0.47493 0.90807 -1.57854 1.082 1.590 -1.260
C -0.10100 2.22820 -1.34907 2.662 -1.018 -1.829
C -1.02703 2.87116 -2.31746 -0.710 0.631 0.106
C -2.07084 1.93630 -2.92544 0.408 0.168 0.103
C 1.60668 0.29623 2.05040 0.103 -0.176 1.092
H -3.46128 0.42393 -2.44736 0.340 0.499 -0.083
H -2.60162 -1.33148 -1.90029 0.588 0.663 0.050
H -1.38500 -0.56232 -3.97256 0.082 -0.217 0.194
H -0.50114 -1.80375 -3.06864 0.002 0.300 -0.122
H 1.27571 -0.41510 -3.05229 -0.017 0.229 0.064
H 0.39720 0.94429 -3.73087 -0.089 -0.262 0.229
H 1.48133 0.78579 -1.14407 -0.950 0.057 0.069
H 0.64446 2.85329 -0.86173 -0.618 0.272 0.713
H -0.47957 3.36490 -3.11765 0.260 0.171 0.007
H -1.57216 3.63973 -1.75688 0.320 0.170 -0.541
H -2.94704 2.54420 -3.15741 0.008 -0.163 -0.232
H -1.68868 1.49541 -3.86079 -0.418 0.143 0.393
H 0.80494 1.03041 1.89486 0.662 -0.289 -0.786
H 2.27509 0.75404 2.80555 -0.180 -0.354 -0.272
H 1.12097 -0.55843 2.54206 0.290 0.031 -0.132
P -0.98803 -1.48787 -0.18557 1.824 0.724 -0.321
P 2.71608 -0.33850 0.75061 -0.995 -0.027 0.878
C 0.63043 -2.09328 -0.37983 -2.842 -0.916 0.504
C 1.89266 -1.54185 -0.29076 2.094 0.748 -0.362
C -2.25772 -2.54365 0.46645 -0.404 -0.266 0.051
C -2.89567 -3.52868 -0.31249 0.247 0.214 0.727
C -3.70390 -4.46143 0.33445 -0.077 -0.069 0.019
C -3.90366 -4.39776 1.71680 0.253 0.211 -0.207
C -3.35540 -3.34373 2.44998 -0.126 -0.031 0.440
C -2.55192 -2.39752 1.84231 0.354 -0.260 -0.956
C -3.29421 1.28830 -0.53823 0.155 -0.960 -2.141
C -3.29383 2.66771 -0.18318 -0.297 0.056 0.906
C -4.44505 3.21326 0.33019 0.262 0.454 0.014
C -5.58522 2.41564 0.50103 -0.146 -0.067 -0.067
C -5.54140 1.02188 0.31277 -0.141 -0.670 0.267
C -4.40558 0.41603 -0.20445 0.005 1.441 0.192
C 3.95565 -1.30306 1.61964 -0.226 -0.731 -0.089
C 3.50219 -2.50527 2.22177 0.242 0.719 -0.438
C 4.41006 -3.29075 2.90882 -0.566 -0.787 0.429
C 5.75035 -2.94209 2.98157 0.490 0.737 -0.140
C 6.19382 -1.76698 2.35086 0.071 -0.484 0.262
C 5.30419 -0.95724 1.65618 -0.042 0.374 -0.167
C 3.45022 1.18702 0.10380 -0.067 0.542 -0.891
C 3.10534 2.45095 0.63644 0.439 -0.211 -0.562
C 3.61109 3.62218 0.04631 -0.503 0.083 0.448
C 4.43102 3.56753 -1.07222 -0.194 -0.593 0.091
C 4.74321 2.31346 -1.61366 0.255 0.307 -0.385
C 4.25514 1.14269 -1.05497 -0.290 -0.202 0.413
H 0.55266 -3.14767 -0.66638 0.313 0.136 -0.030
H 2.63405 -2.13721 -0.83644 0.052 0.273 0.292
H -2.72960 -3.55724 -1.38363 0.005 -0.248 0.051
H -4.16191 -5.26520 -0.23485 0.045 0.152 0.048
H -4.47540 -5.17020 2.22845 0.047 0.223 -0.190
H -3.52595 -3.26507 3.52351 -0.090 -0.077 -0.278
H -2.12447 -1.55310 2.37158 -0.075 -0.341 0.195
H -2.32594 3.19731 -0.13094 -1.048 0.006 -0.388
H -4.44193 4.27586 0.59347 -0.220 -0.438 -0.024
H -6.52094 2.88649 0.78122 0.112 -0.107 0.175
H -6.42335 0.40892 0.58796 0.643 0.508 -0.358
H -4.36347 -0.65018 -0.42515 -0.028 0.260 0.008
H 2.46083 -2.81804 2.09676 0.351 0.109 0.215
H 4.04555 -4.20216 3.41083 0.303 0.497 -0.357
H 6.46263 -3.56390 3.53420 -0.336 0.246 -0.263
H 7.24064 -1.48367 2.40626 -0.135 -0.096 -0.046
H 5.65158 -0.06292 1.11736 -0.102 -0.427 0.452
H 2.43300 2.53611 1.47930 0.143 0.041 0.002
H 3.30866 4.59627 0.45964 0.240 -0.547 -0.162
H 4.78417 4.48424 -1.53761 0.025 -0.226 0.091
H 5.36359 2.27066 -2.51067 -0.176 -0.079 0.272
H 4.44919 0.17437 -1.52479 0.135 0.334 0.098
C -1.52510 0.90442 1.81195 -1.059 0.044 0.758
H -0.91104 0.16216 2.32363 -0.214 0.154 -0.163
H -2.58782 0.70270 1.99489 0.290 0.149 0.190
H -1.28919 1.91031 2.18981 -0.024 -0.084 -0.273
```
Positions in Å, forces in eV/Å.

Computed properties:
E_LUMO (alpha / beta) (eV): -5.2325 / -8.4895
<S²>: 6.05
Multiplicity: 5
Net charge: +2
Highest occupied orbital energy (alpha / beta) (eV): -11.24 / -14.17
Orbital gap (alpha / beta) (Ha): 0.221 / 0.209
E_tot (Eh): -2196.92108
Relative energy (zero: lowest compared OMol25 entry of this formula, charge and spin) (kJ/mol): 0.0

---

Record 6
Computed, not measured: a molecular structure, C9HF5I4N2 in a non-equilibrium geometry, with ωB97M-V with the def2-TZVPD basis set.

The geometry in XYZ format:
```
21
Properties=species:S:1:pos:R:3:forces:R:3
F 0.86878 -3.38642 0.44986 0.069 0.497 -1.821
F 1.98806 -4.27864 -1.17120 -0.584 1.193 -0.328
F -0.05217 -3.55170 -1.58680 1.450 0.416 0.847
F 2.90003 -1.71256 -0.74956 -1.209 -0.221 -0.736
F 1.66442 -1.80711 -2.62723 0.215 0.295 1.039
I -4.29594 2.89634 1.75998 1.861 -0.769 -0.673
I -1.22066 4.95256 2.21128 0.153 -2.095 -0.750
I -4.05615 -0.24701 -0.37080 2.108 1.157 0.919
I 2.11412 3.27222 1.52105 -1.824 -0.835 -0.633
N -0.57025 -0.81054 -0.51368 -0.348 -1.205 -0.479
C 0.73528 -0.82308 -0.63173 -1.743 2.064 0.160
C -2.28952 2.10445 1.09054 -1.192 0.515 -0.015
C -1.10844 2.86256 1.35589 0.640 0.710 0.160
C -2.21691 0.89861 0.39474 -1.816 -0.382 -0.037
C 0.14340 2.33787 0.97718 0.537 1.499 1.053
C -0.95368 0.39070 0.08602 -0.300 -1.854 -0.989
C 0.18035 1.10155 0.34056 1.840 1.059 0.065
N 1.23642 0.36822 -0.18368 0.399 -0.161 0.454
C 1.10066 -3.28685 -0.91504 -0.718 -1.978 1.411
C 1.62008 -1.87446 -1.26202 0.222 -0.236 0.087
H 2.21212 0.59330 -0.17534 0.241 0.329 0.265
```
Positions in Å, forces in eV/Å.

Computed properties:
E_LUMO (eV): -1.5814
Highest occupied orbital energy (eV): -9.13
Orbital gap (Ha): 0.277
E_tot (Eh): -2143.16674

---

E_tot of number 5 (C36H40P2Pt)? -2196.92108 Eh